Entry 1:
This record from the Open Molecules 2025 dataset describes a single C22H16Cl2O4S molecule. The level of theory is ωB97M-V/def2-TZVPD.

Geometry as XYZ:
```
45
C22H16Cl2O4S | the Open Molecules 2025 dataset | ωB97M-V/def2-TZVPD
O -0.011 -2.008 -0.961
Cl 1.279 -1.868 5.798
Cl -7.393 1.099 -1.639
O 2.928 1.421 0.509
O 2.106 -2.029 -1.685
O -1.540 2.511 1.062
S 1.489 0.029 3.446
C 1.058 -1.468 -0.996
C 0.920 -1.451 4.222
C 0.208 -2.341 3.428
C 0.137 -1.776 2.118
C 2.510 0.457 -0.398
C 0.644 -0.475 1.985
C 1.331 -0.226 -0.270
C 5.218 -1.153 -3.219
C 5.485 0.133 -2.674
C -5.584 0.471 0.269
C -4.843 1.895 -1.542
C 4.142 -1.957 -2.693
C 4.561 0.665 -1.752
C -4.357 0.363 0.789
C -3.507 1.742 -0.978
C -5.841 1.103 -0.916
C 3.243 -1.342 -1.859
C 3.463 -0.077 -1.383
C -3.274 1.055 0.223
C 0.356 0.370 0.779
C -1.944 1.106 0.952
C -1.016 0.326 0.199
H 2.510 1.185 1.374
H -2.196 3.326 1.153
H -0.242 -3.286 3.646
H -0.452 -2.146 1.385
H 5.771 -1.716 -4.073
H 6.363 0.692 -2.953
H -6.438 -0.045 0.663
H -5.116 2.535 -2.414
H 4.003 -2.987 -2.899
H 4.846 1.660 -1.304
H -4.307 -0.247 1.690
H -2.647 2.272 -1.341
H 0.604 1.433 0.936
H -2.044 0.654 1.881
H -1.446 -0.628 0.265
H -0.979 0.725 -0.824
```

Its SMILES is O=c1oc2ccccc2c(O)c1[C@@H](C[C@@H](O)c1ccc(Cl)cc1)c1ccc(Cl)s1. For the frontier orbital gap, the calculation gives 8.36 eV. Its HOMO energy is -8.259 eV. As for the spin multiplicity: 1.

Results of the Löwdin charge analysis, in e, for atoms 1 through 6: number 1, O, carries 0.13; number 2, Cl, carries 0.67; number 3, Cl, carries 0.68; number 4, O, carries 0.06; number 5, O, carries 0.15; number 6, O, carries -0.07


Entry 2:
This record from the Open Molecules 2025 dataset describes 2 unconnected molecules or ions with the total composition C5H13NO. The level of theory is ωB97M-V/def2-TZVPD.

Geometry as XYZ:
```
20
C5H13NO | the Open Molecules 2025 dataset | ωB97M-V/def2-TZVPD
C 1.023 -1.034 -0.118
C 0.574 -1.384 1.319
C 0.004 -1.453 -1.134
O -0.783 -0.678 -1.640
N -0.013 -2.786 -1.466
H 1.234 0.022 -0.208
H 1.997 -1.492 -0.330
H 1.442 -1.789 1.840
H -0.122 -2.215 1.273
H -0.867 -3.089 -1.923
H 0.470 -3.437 -0.866
H 0.132 -0.505 1.778
C -1.106 3.167 1.536
C 0.171 3.653 0.856
H -1.031 3.206 2.627
H -1.998 3.693 1.221
H -1.256 2.102 1.322
H -0.026 4.007 -0.154
H 0.974 2.932 0.873
H 0.511 4.582 1.338
```

Its SMILES is CCC(N)=O.CC. For the frontier orbital gap, the calculation gives 10.59 eV. Its HOMO energy is -9.732 eV. As for the spin multiplicity: 1.

Results of the Löwdin charge analysis, in e, for atoms 1 through 6: number 1, C, carries -0.18; number 2, C, carries -0.08; number 3, C, carries -0.57; number 4, O, carries 0.05; number 5, N, carries 0.15; number 6, H, carries 0.10


Entry 3:
This record from the Open Molecules 2025 dataset describes a molecular structure, C22H28I2N4O5Se2V. The level of theory is ωB97M-V/def2-TZVPD.

Geometry as XYZ:
```
64
C22H28I2N4O5Se2V | the Open Molecules 2025 dataset | ωB97M-V/def2-TZVPD
V -0.624 0.372 0.175
I 6.472 -3.147 0.085
C 4.818 -1.891 -0.215
C 4.089 -1.968 -1.391
C 2.984 -1.158 -1.573
I 2.093 -1.156 -3.458
C 2.488 -0.271 -0.565
O 1.415 0.401 -0.665
C 3.367 -0.141 0.568
C 3.071 0.940 1.568
N 1.880 0.670 2.329
C 1.820 -0.548 3.067
C 1.198 -1.708 2.314
C 1.740 -2.980 2.432
C 1.047 -4.064 1.916
C -0.193 -3.844 1.349
C -0.651 -2.539 1.246
N 0.048 -1.480 1.663
C 4.474 -0.946 0.740
H 4.389 -2.645 -2.179
H 2.903 1.881 1.039
H 3.963 1.063 2.213
H 1.473 1.476 2.766
H 1.183 -0.393 3.944
H 2.806 -0.870 3.443
H 2.703 -3.105 2.911
H 1.469 -5.061 1.969
H -0.794 -4.649 0.950
H -1.623 -2.322 0.816
H 5.082 -0.820 1.630
O -3.877 0.395 -2.205
C -3.368 0.850 -3.433
C -1.895 0.549 -3.750
C -1.798 0.736 -5.280
O -0.480 0.631 -5.810
C -0.881 1.538 -3.127
Se -1.295 2.370 -1.402
C -1.565 -0.927 -3.472
Se -1.324 -1.587 -1.626
H -3.238 -0.213 -1.786
H -3.521 1.936 -3.488
H -3.964 0.394 -4.245
H -2.219 1.720 -5.538
H -2.392 -0.030 -5.786
H 0.127 0.959 -5.133
H -0.747 2.378 -3.817
H 0.084 1.042 -3.007
H -0.658 -1.178 -4.026
H -2.373 -1.526 -3.905
C -1.521 3.457 3.242
C -1.400 2.239 2.367
N -0.474 2.090 1.493
O 0.394 3.170 1.292
C -2.385 1.191 2.479
C -3.431 1.200 3.556
N -2.355 0.249 1.552
O -3.185 -0.710 1.592
H -0.646 4.094 3.145
H -1.653 3.163 4.284
H -2.406 4.028 2.952
H 0.485 3.129 0.317
H -4.099 2.065 3.480
H -3.001 1.203 4.563
H -4.027 0.296 3.437
```

For the frontier orbital gap (alpha / beta), the calculation gives 4.36 / 4.83 eV. As for the net charge: -2. Its HOMO energy (alpha / beta) is -0.847 / -1.315 eV. As for the spin multiplicity: 4.

Results of the Löwdin charge analysis, in e, for atoms 1 through 6: number 1, V, carries 0.39; number 2, I, carries 0.72; number 3, C, carries -0.77; number 4, C, carries -0.27; number 5, C, carries -0.61; number 6, I, carries 1.00


Entry 4:
This record from the Open Molecules 2025 dataset describes a single C5H9N3 molecule. The level of theory is ωB97M-V/def2-TZVPD.

Geometry as XYZ:
```
17
C5H9N3 | the Open Molecules 2025 dataset | ωB97M-V/def2-TZVPD
C 0.029 -0.980 -0.328
C -0.721 -0.979 1.088
C 0.947 1.543 1.006
C 0.736 1.497 -0.443
C -0.405 0.523 -0.368
H 0.200 -1.788 -2.203
H -1.365 -1.855 -1.602
H 1.134 -1.062 -0.111
H -0.122 -1.135 1.989
H -1.643 -1.545 1.035
H 1.718 1.949 1.559
H 1.555 0.855 -0.962
H 0.516 2.444 -0.776
H -1.205 0.922 -1.124
N -0.398 -1.903 -1.383
N -1.021 0.519 0.944
N 0.043 0.994 1.679
```

Its SMILES is N[C@@H]1CN2N=CC[C@@H]12. For the frontier orbital gap, the calculation gives 9.78 eV. Its HOMO energy is -8.783 eV. As for the spin multiplicity: 1.

Results of the Löwdin charge analysis, in e, for atoms 1 through 6: number 1, C, carries -0.29; number 2, C, carries -0.06; number 3, C, carries -0.16; number 4, C, carries -0.12; number 5, C, carries -0.32; number 6, H, carries 0.07


Entry 5:
This record from the Open Molecules 2025 dataset describes a single C2H3NO2 molecule. The level of theory is ωB97M-V/def2-TZVPD.

Geometry as XYZ:
```
8
C2H3NO2 | the Open Molecules 2025 dataset | ωB97M-V/def2-TZVPD
C 0.812 -0.364 0.255
C -0.646 -0.224 0.241
N 0.045 -0.049 -1.031
O -1.000 1.322 0.190
O -0.245 1.363 -1.008
H 1.509 0.440 0.616
H 0.902 -1.395 0.312
H -1.377 -1.093 0.424
```

Its SMILES is C1[C@H]2OON12. For the frontier orbital gap, the calculation gives 10.18 eV. Its HOMO energy is -9.256 eV. As for the spin multiplicity: 1.

Results of the Löwdin charge analysis, in e, for atoms 1 through 6: number 1, C, carries -0.05; number 2, C, carries -0.18; number 3, N, carries -0.01; number 4, O, carries -0.06; number 5, O, carries -0.10; number 6, H, carries 0.15


Entry 6:
This record from the Open Molecules 2025 dataset describes 2 unconnected molecules or ions with the total composition C5H13NO. The level of theory is ωB97M-V/def2-TZVPD.

Geometry as XYZ:
```
20
C5H13NO | the Open Molecules 2025 dataset | ωB97M-V/def2-TZVPD
C 0.520 -1.981 2.343
C 0.033 -1.773 0.909
C 1.075 -1.065 0.022
C 0.979 0.436 0.163
C -0.673 0.553 -1.556
N -0.199 1.048 -0.499
H -0.312 -2.313 2.963
H 0.884 -1.071 2.823
H 1.275 -2.761 2.437
H -0.888 -1.191 0.967
H -0.221 -2.748 0.492
H 0.869 -1.455 -0.977
H 2.079 -1.439 0.224
H 0.782 0.715 1.200
H 1.874 0.991 -0.132
H -1.654 0.910 -1.867
H -0.110 -0.017 -2.305
H -2.343 3.743 -2.781
H -2.255 5.084 -2.080
O -1.716 4.333 -2.345
```

Its SMILES is C=NCCCC.O. For the frontier orbital gap, the calculation gives 10.00 eV. Its HOMO energy is -9.058 eV. As for the spin multiplicity: 1.

Results of the Löwdin charge analysis, in e, for atoms 1 through 6: number 1, C, carries -0.12; number 2, C, carries -0.26; number 3, C, carries -0.23; number 4, C, carries -0.23; number 5, C, carries -0.08; number 6, N, carries -0.02


Computed values of energy relative to the best compared isomer or geometry (same formula, charge and spin) (unit: eV) for the preceding records, in sequence: 2.395; 0.298; 2.148; 3.499; 7.476; 1.896.